# 1
DFT (ωB97M-V/def2-TZVPD) results for 2 unconnected molecules or ions with the total composition C10H13BrN3 at a distorted geometry.

Geometry (Å):
C 1.21334 0.65994 -3.43328
C 2.48004 0.19464 -3.40624
C 0.47643 0.76394 -2.28410
C 2.99221 -0.26128 -2.17129
C 0.93993 0.14236 -1.16034
C 2.16404 -0.36613 -1.05233
C -2.41919 -0.59453 1.24065
C -0.38845 -1.04539 2.18899
C -0.35728 0.25622 1.49528
C 0.41171 1.54190 1.85072
N -1.66610 -1.57075 1.79679
N -1.63356 0.49942 0.99923
N -3.71056 -0.67847 0.99760
Br 2.85533 -1.15368 0.53539
H 0.86836 0.91522 -4.39800
H 3.01286 0.25991 -4.29264
H -0.57121 1.01633 -2.19879
H 3.94211 -0.79090 -2.07418
H 0.40135 -1.67932 1.94977
H -0.29484 -0.95123 3.30215
H 0.06899 2.12195 0.98613
H 1.44280 1.60876 1.93166
H 0.07733 1.80038 2.90168
H -2.19598 -2.39172 2.21276
H -1.78060 1.29976 0.51395
H -4.23368 -1.41158 1.39483
H -4.09539 -0.18577 0.17362

Results
E_LUMO (spin up / spin down) (eV): -2.97 / -4.28
ΔE to the lowest compared entry with this formula, charge and spin (kcal/mol): 0.0
Net charge: +1
2S+1: 3
Kohn-Sham gap (spin up / spin down) (Ha): 0.2789 / 0.2829

***

# 2
DFT (ωB97M-V/def2-TZVPD) results for a molecular structure, C10H13CeN2O5S at a distorted geometry.

Geometry (Å):
O 4.27885 -1.98001 1.06733
C 3.25731 -1.58194 0.77666
Ce -0.01755 -0.30881 0.27829
C -1.60473 1.21059 1.31700
O -2.34839 1.94459 1.83104
C -0.19954 0.40427 -2.14063
O -0.22532 0.65646 -3.26590
C -0.42176 -2.70128 -0.12447
O -0.88548 -3.74387 -0.29765
C 1.10016 1.83325 -0.15365
O 1.57879 2.85634 -0.41334
H 1.41117 -0.89968 -0.73150
C -5.83060 0.19888 2.67140
C -5.66747 0.83087 1.29921
N -4.96532 -0.13168 0.39365
C -4.03033 0.22803 -0.48805
S -2.66117 -0.82730 -0.80383
N -4.12537 1.39548 -1.14842
C -5.41311 2.05896 -1.48466
C -5.37045 3.50124 -1.05711
H -6.33687 -0.76688 2.57085
H -6.43783 0.83617 3.32209
H -4.85140 0.03240 3.14441
H -6.63962 1.07842 0.84704
H -5.12026 1.78139 1.37291
H -4.77283 -1.05480 0.80341
H -3.38954 1.51227 -1.84214
H -5.60203 1.96992 -2.56722
H -6.20634 1.51331 -0.97205
H -4.64865 4.06177 -1.65260
H -6.35383 3.93878 -1.23606
H -5.10661 3.61991 -0.00113

Results
E_LUMO (spin up / spin down) (eV): -14.05 / -14.04
ΔE to the lowest compared entry with this formula, charge and spin (kcal/mol): 0.0
Net charge: +3
Kohn-Sham gap (spin up / spin down) (Ha): 0.2088 / 0.2092

***

# 3
DFT (ωB97M-V/def2-TZVPD) results for 3 unconnected molecules or ions with the total composition C10H13Cl2FO at a distorted geometry.

Geometry (Å):
F -2.64857 1.04025 1.00074
C -1.79708 -0.02883 1.04919
C -1.88574 -0.87419 2.14235
C -1.08459 -1.99722 2.14959
C -0.14410 -2.27438 1.16241
C 0.03325 -1.31125 0.14070
C -0.83749 -0.22664 0.05066
H -2.54725 -0.61432 2.95554
H -1.18414 -2.69436 2.96843
H 0.50868 -3.13396 1.19971
H 0.80809 -1.37750 -0.60872
H -0.91355 0.44820 -0.78910
C 2.45039 -0.31040 -1.63875
C 1.26281 0.59026 -1.32213
C -0.03409 0.40131 -2.10131
O 1.30147 1.39823 -0.40370
H 2.46269 -0.47284 -2.71651
H 2.35075 -1.31158 -1.21945
H 3.46263 -0.01635 -1.36128
H 0.12919 0.85248 -3.08003
H -0.79492 1.05078 -1.66841
H -0.39204 -0.62706 -2.15047
Cl 0.27656 3.67007 -0.10250
C -0.21362 2.19569 0.79208
Cl 0.69334 2.01434 2.30734
H -1.27395 2.32129 1.01126
H 0.01135 1.28785 0.23234

Results
E_LUMO (eV): 0.50
ΔE to the lowest compared entry with this formula, charge and spin (kcal/mol): 57.8
SMILES: Fc1ccccc1.CC(C)=O.ClCCl
Kohn-Sham gap (Ha): 0.3406

***

# 4
DFT (ωB97M-V/def2-TZVPD) results for a molecular structure, C10H13ClNO2 at a distorted geometry.

Geometry (Å):
C -3.45213 -1.27454 -0.32996
C -2.49706 -1.02728 -1.31644
C -3.06431 -1.20798 0.99258
C -1.18121 -0.72768 -0.94364
C -1.73884 -1.05653 1.34373
C -0.76497 -0.78426 0.39878
C 1.39864 0.49148 0.47186
C 2.45172 2.15079 -1.13415
C 1.80378 0.83146 -0.86817
C 0.71420 -0.82844 0.73734
N 1.06722 -1.55507 1.84772
O 1.79786 1.42031 1.27926
O 1.27525 -1.84906 -0.70511
Cl 2.55604 -2.75771 -0.13925
H -4.49684 -1.40355 -0.61792
H -2.63253 -1.36318 -2.30047
H -3.72595 -1.35944 1.76025
H -0.40054 -0.69994 -1.72571
H -1.55330 -1.24222 2.34496
H 3.06295 2.46311 -0.27810
H 1.68968 2.92279 -1.21354
H 3.07534 2.11280 -2.09963
H 2.33846 -0.11776 -1.38241
H 0.82238 0.77866 -1.48004
H 1.77052 1.23766 2.24922
H 0.63956 -2.37722 2.08286
H 1.98526 -1.50052 2.25452

Results
E_LUMO (spin up / spin down) (eV): -4.61 / -7.80
Net charge: +1
2S+1: 3
Kohn-Sham gap (spin up / spin down) (Ha): 0.2215 / 0.1891

***

# 5
DFT (ωB97M-V/def2-TZVPD) results for 2 unconnected molecules or ions with the total composition C10H13FOS2 at a distorted geometry.

Geometry (Å):
C -1.31967 2.26525 1.70341
C -0.57769 1.78361 0.50536
O 0.29525 2.84977 0.11001
C 0.18948 0.58754 0.90256
C 1.04219 -0.04682 0.07007
C 1.57914 -1.35609 0.61025
C 2.02860 -2.23381 -0.26080
C 2.34091 -1.90314 -1.61649
F 3.02927 -2.79643 -2.32647
C 2.05153 -0.67027 -2.12454
C 1.26789 0.31198 -1.33436
H -2.04391 1.41754 2.03126
H -0.81185 2.54007 2.58299
H -1.84808 3.15511 1.56016
H -1.31005 1.50900 -0.27733
H 0.58154 3.09388 0.95405
H -0.00864 0.32011 1.95682
H 1.39551 -1.39951 1.71271
H 2.42104 -3.20934 0.18274
H 2.45328 -0.36450 -3.07043
H 1.94393 1.15110 -1.50739
H 0.20695 0.39720 -1.78262
S -3.72939 -0.50301 1.53556
C -3.19375 -1.46881 0.36725
S -2.49650 -0.88095 -1.13723
H -3.11414 -2.58518 0.38978
H -2.37282 -1.96428 -1.73731

Results
E_LUMO (eV): -0.54
ΔE to the lowest compared entry with this formula, charge and spin (kcal/mol): 45.3
SMILES: C[C@@H](O)/C=C1/C=CC(F)=CC1.S=CS
Kohn-Sham gap (Ha): 0.2696

***

# 6
DFT (ωB97M-V/def2-TZVPD) results for a molecular structure, C10H13FeN2O5S at a distorted geometry.

Geometry (Å):
O 4.58896 0.41499 -5.33190
C 4.16288 1.07520 -4.51671
Fe 2.57356 1.97960 -1.88916
O 1.25201 -0.56971 -1.67477
C 1.68264 0.50223 -1.63158
C 1.99334 3.42155 -0.74662
O 1.73884 4.37166 -0.13563
C 0.86398 2.36802 -2.30732
O -0.20320 2.38887 -2.73708
C 2.97136 1.60385 -0.22382
O 3.40357 1.20019 0.77185
H 3.63336 3.02168 -2.41024
C -2.92694 -1.99196 -0.99449
C -1.57959 -1.63372 -0.40650
N -1.53906 -0.17431 -0.14061
C -0.59369 0.28232 0.71270
S 0.05686 1.82988 0.51546
N -0.32651 -0.30539 1.90234
C -1.41924 -0.83087 2.73794
C -0.86654 -1.81834 3.75517
H -3.74116 -1.61287 -0.37332
H -3.02896 -3.07641 -0.99688
H -3.03758 -1.61136 -2.01883
H -1.34803 -2.16494 0.53628
H -0.78484 -1.86008 -1.13534
H -1.67882 0.43195 -0.97160
H 0.47753 0.09975 2.41322
H -1.81117 0.07188 3.22759
H -2.20366 -1.23125 2.06766
H -0.19354 -1.31949 4.47504
H -1.72894 -2.20836 4.30366
H -0.38744 -2.65455 3.22351

Results
E_LUMO (spin up / spin down) (eV): -3.96 / -7.43
ΔE to the lowest compared entry with this formula, charge and spin (kcal/mol): 44.0
Net charge: +1
2S+1: 5
Kohn-Sham gap (spin up / spin down) (Ha): 0.2106 / 0.2096

***

# 7
DFT (ωB97M-V/def2-TZVPD) results for a gas-phase ion, C10H13I2N4O (charge +1) at a distorted geometry.

Geometry (Å):
C 2.62570 -1.08247 3.00413
C 2.08111 0.13830 2.29850
N 1.14063 -0.12264 1.14278
N -0.06250 -0.72368 1.47800
C -0.81021 -0.81613 0.14123
C -2.34047 -1.42790 0.02698
I -2.68961 -3.11015 1.42740
C -3.35333 -0.13649 0.34821
C -3.78225 0.55826 -1.10085
I -5.07994 -0.76424 1.53669
N -0.04039 -0.26758 -1.04055
O -0.33070 -0.16918 -2.34960
C 0.32841 -1.34881 -2.99855
N 0.88541 -2.42149 -3.51410
C 1.22554 0.17635 -0.33768
C 2.47084 0.91870 -1.10711
C 2.75746 2.32561 -0.25983
H 1.90072 -2.02812 3.00990
H 3.66525 -1.12397 3.54068
H 2.35820 1.22821 2.68951
H -2.50842 -1.85955 -1.06812
H -2.69252 0.65807 0.93952
H -3.14386 0.11898 -1.99617
H -4.94496 0.35076 -1.23508
H -3.54988 1.71764 -1.01264
H 2.09877 1.13055 -2.21581
H 3.41994 0.24048 -1.20465
H 1.71673 2.57503 0.26646
H 3.59454 2.03967 0.53514
H 3.05978 3.22577 -0.94438

Results
E_LUMO (eV): -4.67
Net charge: +1
Kohn-Sham gap (Ha): 0.2459

***

# 8
DFT (ωB97M-V/def2-TZVPD) results for 2 unconnected molecules or ions with the total composition C10H13N2 at a distorted geometry.

Geometry (Å):
C -0.32177 2.39141 0.06815
C -0.81005 1.82802 1.23864
C -0.70957 1.80660 -1.10196
C -1.66965 0.74032 1.18606
C -1.42204 0.62716 -1.18071
C -2.03638 0.11242 -0.04766
C -3.70007 -1.95690 0.14061
C -2.94076 -1.02392 0.06781
C 1.23118 -1.47547 1.26395
C 2.15074 0.00434 -0.35492
N 0.39571 -1.47198 -0.87913
N 1.22477 -1.00343 0.05607
H 0.34392 3.12974 -0.01032
H -0.49188 2.22797 2.15896
H -0.18357 2.29915 -2.04701
H -2.03749 0.38618 2.18774
H -1.60136 0.24710 -2.23589
H 0.53279 -2.10857 1.69130
H -0.13894 -2.25744 -0.52467
H -4.52278 -2.57354 0.32192
H 1.99746 -1.18928 1.88429
H 2.82817 -0.34044 -1.08752
H 2.71402 0.60114 0.35444
H 1.77048 0.64870 -1.09954
H -0.01069 -0.78480 -1.49934

Results
E_LUMO (spin up / spin down) (eV): -4.64 / -7.88
ΔE to the lowest compared entry with this formula, charge and spin (kcal/mol): 94.7
Net charge: +1
2S+1: 3
Kohn-Sham gap (spin up / spin down) (Ha): 0.1410 / 0.1720

***

# 9
DFT (ωB97M-V/def2-TZVPD) results for 2 unconnected molecules or ions with the total composition C10H13N2O at a distorted geometry.

Geometry (Å):
C -2.82771 -2.04855 0.00512
C -1.51848 -2.54284 -0.01143
C -3.01532 -0.70044 0.01620
C -0.44833 -1.68633 -0.01110
C -1.92432 0.22429 0.00466
C -0.57971 -0.27956 -0.00508
C 0.52264 2.84273 -0.02829
C -2.24619 1.57943 -0.02240
C 1.07701 1.67090 -0.00719
C 2.60615 1.74587 0.02852
N 0.61778 0.37509 0.00513
N 2.87207 -1.42064 -0.00450
O -3.44571 2.05334 0.01650
H -3.67072 -2.72003 0.01312
H -1.34844 -3.60853 -0.02120
H -4.00694 -0.27638 0.03123
H 0.54759 -2.09938 -0.01502
H 0.45623 3.89498 -0.05484
H 2.95253 1.25887 0.93613
H 2.95033 2.77555 0.02981
H 3.00224 1.24497 -0.85080
H 1.41946 -0.29162 0.01048
H 2.87123 -2.03990 0.80132
H 3.77738 -0.96058 -0.00483
H 2.85461 -2.01385 -0.82879
H -3.49538 3.02260 -0.03276

Results
E_LUMO (spin up / spin down) (eV): -4.57 / -5.10
ΔE to the lowest compared entry with this formula, charge and spin (kcal/mol): 143.6
Net charge: +1
Kohn-Sham gap (spin up / spin down) (Ha): 0.2664 / 0.2482